Density functional theory data (the ωB97M-V functional and the def2-TZVPD basis) for a cluster of 5 separate species, C46H71ClNO14PS5 in total.

Properties
- HOMO-LUMO gap: 7.2 eV
- SMILES: CC(C)=CCC[C@H](C)CCc1cc(OCCNC[C@H](C)O)c2c(c1)C(=O)c1cc(COO)c([PH2]=S)c(Cl)c1C2=O.O=S1(=O)CCCC1.O=S1(=O)CCCC1.O=S1(=O)CCCC1.O=S1(=O)CCCC1
- Electronic energy: -5695.79824 Eh
- Maximum force: 1.3 eV/Å
- E_HOMO: -7.94 eV

Each line ends with the Löwdin charge.
Element x y z (Å)
1 C -5.37613 4.19153 1.32282  -0.0769
2 C -3.91253 4.04887 1.64211  -0.3354
3 C -3.01644 5.21609 1.26395  -0.0648
4 C -3.45515 2.95320 2.25911  -0.1020
5 C -2.03320 2.45353 2.16961  -0.1681
6 C -1.60301 1.85770 3.52564  -0.1784
7 C -0.08556 1.78542 3.78844  -0.3577
8 C 0.62964 3.10343 3.51189  -0.0741
9 C 0.51939 0.53438 3.08124  -0.1290
10 C 1.30844 0.76719 1.76170  -0.1300
11 C 2.75281 0.34532 1.91108  -0.1888
12 C 3.17540 -0.83545 1.30875  0.0560
13 C 4.47084 -1.31816 1.43772  -0.2070
14 O 4.88891 -2.47925 0.87547  -0.0188
15 C 4.74764 -2.53901 -0.53906  -0.1730
16 C 6.10169 -2.37007 -1.18744  -0.1971
17 N 6.50592 -0.95220 -1.13371  -0.0401
18 C 7.76917 -0.75558 -1.83658  -0.1952
19 C 7.98985 0.72233 -2.26814  -0.4030
20 C 9.39720 1.18114 -1.86499  -0.0402
21 O 6.98049 1.58165 -1.78488  -0.0665
22 C 5.38566 -0.57949 2.18938  -0.0050
23 C 4.96602 0.60991 2.78783  -0.0715
24 C 3.67085 1.07647 2.66180  0.0481
25 C 5.93640 1.38813 3.60782  -0.2684
26 O 5.58113 2.07182 4.54653  0.1280
27 C 7.37765 1.27321 3.21500  -0.0624
28 C 8.24217 2.32270 3.45870  0.0543
29 C 9.55969 2.21779 3.05105  -0.1856
30 C 10.45818 3.40961 3.30769  -0.2081
31 O 11.01198 3.91667 2.10729  -0.1692
32 O 9.89895 4.34834 1.31732  -0.0234
33 C 10.03560 1.06275 2.41773  -0.3326
34 P 11.76872 0.87574 1.85131  0.4031
35 S 13.17706 1.66731 2.94208  0.1746
36 C 9.12780 0.01500 2.18667  -0.5330
37 Cl 9.65932 -1.40942 1.34654  0.7693
38 C 7.79749 0.10045 2.59417  -0.0816
39 C 6.79630 -1.01161 2.39398  -0.2753
40 O 7.12780 -2.17633 2.42989  0.0953
41 H -5.96733 3.45996 1.87420  0.0571
42 H -5.53281 4.00939 0.25518  0.0818
43 H -5.76981 5.18169 1.57280  0.0727
44 H -2.45468 5.58000 2.12408  0.0788
45 H -2.31344 4.96042 0.46651  0.0738
46 H -3.64261 6.03410 0.90509  0.0663
47 H -4.12082 2.39753 2.90514  0.0905
48 H -1.38490 3.26111 1.83865  0.0855
49 H -2.07027 1.63687 1.43970  0.1211
50 H -2.03634 0.86402 3.65529  0.1125
51 H -2.04746 2.48001 4.31074  0.1148
52 H 0.01287 1.60423 4.86356  0.1285
53 H 0.55726 3.40690 2.46838  0.0604
54 H 0.12008 3.88832 4.08023  0.0870
55 H 1.67134 3.10469 3.83018  0.0678
56 H -0.30705 -0.13840 2.84667  0.1024
57 H 1.16098 -0.00061 3.78258  0.1145
58 H 1.21597 1.77417 1.36005  0.1086
59 H 0.88791 0.09664 1.00905  0.1038
60 H 2.46049 -1.41396 0.73324  0.1299
61 H 4.35527 -3.52651 -0.79976  0.1275
62 H 4.03379 -1.81723 -0.94516  0.1226
63 H 6.86066 -3.01886 -0.75039  0.1283
64 H 5.99499 -2.65805 -2.24839  0.1192
65 H 5.79171 -0.47236 -1.67609  0.1092
66 H 8.56411 -1.06987 -1.15230  0.0620
67 H 7.87663 -1.38750 -2.73296  0.1167
68 H 7.94596 0.76470 -3.36029  0.1362
69 H 9.78353 1.92157 -2.56490  0.0678
70 H 10.08912 0.33929 -1.83459  0.0769
71 H 9.36139 1.63904 -0.86855  0.0692
72 H 7.33847 2.07507 -1.04439  0.0762
73 H 3.34661 1.99714 3.12612  0.1127
74 H 7.88697 3.21475 3.95629  0.1353
75 H 11.26289 3.10845 3.97319  0.0755
76 H 9.89179 4.20472 3.79986  0.1275
77 H 10.11618 3.98444 0.44915  0.0875
78 H 11.76147 1.30978 0.51262  -0.0122
79 H 11.99357 -0.49588 1.77764  -0.0574
80 O -7.73178 -0.02959 2.97972  -0.3178
81 S -6.81910 0.19265 1.88620  0.6757
82 O -5.59310 0.93292 2.07993  -0.3357
83 C -6.46027 -1.37456 1.10325  -0.2226
84 C -7.54356 -1.53193 0.03943  -0.2314
85 C -7.67664 -0.15266 -0.61813  -0.2082
86 C -7.73171 0.89420 0.50271  -0.2139
87 H -6.46873 -2.16138 1.85393  0.1084
88 H -5.47105 -1.29450 0.65245  0.1072
89 H -7.29648 -2.30313 -0.69265  0.0778
90 H -8.48876 -1.81299 0.50957  0.1240
91 H -6.80734 0.03247 -1.25284  0.1190
92 H -8.56195 -0.09224 -1.25061  0.1066
93 H -7.26579 1.83427 0.21663  0.0889
94 H -8.75097 1.07395 0.83936  0.1045
95 O -8.35152 -3.31348 -2.01511  -0.3331
96 S -9.60046 -3.98524 -2.30126  0.6899
97 O -10.33502 -4.64541 -1.24981  -0.3212
98 C -10.68045 -2.83726 -3.15284  -0.2259
99 C -10.35618 -3.04072 -4.62906  -0.2190
100 C -10.23713 -4.55920 -4.82220  -0.2064
101 C -9.36749 -5.10093 -3.68425  -0.2191
102 H -10.48995 -1.82710 -2.79673  0.1008
103 H -11.70659 -3.12682 -2.92839  0.1082
104 H -11.12478 -2.60724 -5.26756  0.1141
105 H -9.40577 -2.56040 -4.87230  0.1180
106 H -11.22898 -5.01335 -4.77226  0.1146
107 H -9.81060 -4.81066 -5.79194  0.1156
108 H -9.67237 -6.09910 -3.37542  0.0583
109 H -8.31039 -5.09044 -3.94560  0.1090
110 O -10.25014 -9.31322 -1.61503  -0.3069
111 S -11.32954 -8.45986 -2.03703  0.6833
112 O -11.11463 -7.41890 -3.01595  -0.3387
113 C -12.70693 -9.48283 -2.54629  -0.2295
114 C -13.50744 -9.69422 -1.26502  -0.2205
115 C -13.54723 -8.32765 -0.56597  -0.2107
116 C -12.12283 -7.75798 -0.58771  -0.2104
117 H -12.32933 -10.40289 -2.98594  0.1079
118 H -13.28011 -8.92186 -3.28418  0.1068
119 H -14.50687 -10.06991 -1.47874  0.1146
120 H -13.00281 -10.42237 -0.62665  0.1198
121 H -14.21952 -7.66099 -1.10982  0.1164
122 H -13.91980 -8.40633 0.45397  0.1143
123 H -12.10624 -6.67364 -0.67186  0.0918
124 H -11.54828 -8.06834 0.28252  0.1096
125 O 9.67492 4.66748 -3.85691  -0.3179
126 S 8.35277 4.76469 -3.28857  0.6798
127 O 7.58124 3.58029 -2.99214  -0.3103
128 C 8.43358 5.80551 -1.83125  -0.2299
129 C 8.20772 7.21781 -2.35930  -0.2171
130 C 7.06700 7.10616 -3.37939  -0.2127
131 C 7.37521 5.90462 -4.28179  -0.2152
132 H 9.39767 5.67094 -1.34548  0.0984
133 H 7.62849 5.49864 -1.16334  0.1114
134 H 7.96553 7.90944 -1.55395  0.1168
135 H 9.11221 7.57883 -2.85336  0.1207
136 H 6.12415 6.94080 -2.85448  0.1170
137 H 6.95919 8.01763 -3.96523  0.1136
138 H 6.47457 5.39336 -4.61180  0.1023
139 H 7.97643 6.18952 -5.14305  0.1040

Forces on the atoms, in the same order (eV/Å):
C -0.17 0.23 0.76
C 0.10 -0.01 0.40
C -0.23 -0.41 -0.74
C 0.34 0.57 -0.10
C -0.73 -0.21 1.02
C 0.34 0.80 0.12
C -0.06 -0.66 -0.07
C -0.49 0.24 0.20
C -0.02 0.54 -0.18
C 0.06 -0.82 0.13
C 0.14 0.13 -0.26
C -0.19 -0.18 -0.12
C 0.42 0.25 0.44
O -0.65 0.31 -0.16
C 0.35 -0.96 -0.34
C -0.15 0.74 -0.73
N -0.15 -0.69 -0.45
C 0.20 0.18 0.39
C 0.48 -0.31 0.07
C -0.19 0.21 -0.19
O -0.20 -0.81 0.33
C 0.22 0.19 0.18
C 0.06 0.20 0.16
C -0.41 -0.18 -0.19
C -0.23 0.06 0.40
O 0.22 0.03 -0.43
C -0.41 -0.12 0.11
C 0.10 -0.44 -0.10
C 0.41 0.54 0.22
C -0.69 -0.08 0.11
O 0.55 -0.25 0.03
O -0.34 0.26 -0.01
C -0.40 -0.48 -0.43
P 0.77 0.51 0.73
S -0.02 -0.04 -0.06
C 0.12 -0.02 0.13
Cl -0.01 0.06 -0.06
C 0.05 0.03 -0.19
C -0.01 -0.54 -0.16
O -0.08 0.49 0.07
H 0.06 -0.08 -0.06
H 0.01 0.12 -0.02
H 0.03 0.03 -0.16
H 0.05 -0.09 0.01
H 0.05 0.15 0.01
H 0.13 0.05 -0.05
H -0.22 -0.54 -0.68
H 0.15 -0.17 -0.13
H 0.35 0.22 -0.24
H -0.04 0.02 -0.04
H 0.04 0.03 -0.02
H 0.02 -0.05 -0.03
H 0.23 -0.04 -0.02
H 0.09 0.02 0.01
H 0.02 -0.10 -0.07
H 0.03 -0.06 0.12
H 0.06 0.03 -0.04
H 0.07 0.08 0.18
H -0.09 0.19 -0.10
H 0.04 -0.01 -0.01
H 0.02 -0.02 0.19
H 0.07 0.21 0.26
H -0.08 0.07 0.25
H 0.05 -0.27 0.07
H 0.05 0.39 0.29
H -0.04 0.04 -0.08
H -0.17 -0.04 0.02
H -0.22 0.06 0.03
H -0.01 0.07 0.07
H 0.03 0.02 0.01
H 0.06 -0.15 0.10
H -0.10 0.05 0.05
H 0.25 0.01 0.13
H -0.04 -0.01 -0.03
H 0.35 0.23 -0.34
H -0.09 -0.05 -0.05
H 0.16 -0.13 0.05
H -0.23 -0.16 -0.03
H -0.33 -0.03 -0.23
O 0.07 0.11 0.08
S 0.09 -0.14 -0.23
O -0.32 -0.23 0.15
C -0.10 -0.19 -0.18
C 0.24 0.07 0.04
C 0.02 -0.04 0.05
C -0.11 0.04 -0.35
H 0.03 0.10 0.10
H 0.02 0.04 0.04
H 0.01 0.32 0.43
H 0.02 -0.05 0.00
H 0.01 0.00 0.01
H 0.01 0.01 -0.01
H 0.02 0.04 0.15
H 0.03 -0.03 0.12
O -0.32 -0.32 -0.26
S -0.19 -0.17 -0.30
O 0.15 0.10 0.18
C -0.06 0.19 -0.22
C 0.06 -0.10 -0.02
C -0.09 0.08 0.04
C 0.12 -0.18 -0.27
H 0.04 -0.05 0.12
H 0.02 -0.03 0.05
H 0.00 0.01 0.01
H -0.01 0.03 0.02
H 0.01 -0.02 0.03
H 0.01 -0.01 0.01
H 0.13 0.19 0.05
H 0.02 0.12 0.12
O 0.12 0.07 -0.13
S -0.25 0.05 0.19
O -0.01 -0.28 -0.10
C -0.24 -0.15 0.04
C 0.05 0.08 0.09
C 0.01 -0.05 -0.07
C -0.31 0.12 0.20
H 0.13 0.06 -0.03
H 0.05 0.03 -0.01
H 0.00 -0.01 0.00
H 0.01 -0.02 -0.03
H 0.01 0.00 -0.01
H 0.01 0.01 0.00
H 0.19 -0.01 -0.05
H 0.09 -0.04 -0.07
O 0.01 -0.15 0.01
S -0.27 0.16 0.06
O 0.51 0.75 -0.48
C 0.00 0.21 0.12
C 0.00 0.00 -0.10
C 0.02 -0.04 0.06
C -0.18 0.27 -0.06
H 0.02 -0.08 -0.05
H 0.00 -0.05 -0.02
H 0.01 -0.01 0.00
H 0.02 -0.01 0.03
H 0.01 -0.02 0.01
H 0.00 -0.01 -0.01
H 0.08 -0.12 -0.02
H 0.08 -0.08 0.03